Below is 2 unconnected molecules or ions with the total composition C2H8NO in a non-equilibrium geometry, with properties calculated with the ωB97M-V functional and the def2-TZVPD basis.

Each atom is followed by the atoms it is bonded to, with distances in Å.
Geometry (Å):
1 N 0.1513 -0.6410 1.6613  H2 1.074, H3 1.016, H4 1.019, H5 1.028
2 H -0.3500 0.1921 1.2058  N1 1.074
3 H -0.5108 -1.3276 2.0119  N1 1.016
4 H 0.7845 -0.0496 2.1985  N1 1.019
5 H 0.6186 -1.0444 0.8386  N1 1.028
6 C 0.8987 0.1316 -1.1195  C7 1.343, H9 1.088, H10 1.107
7 C -0.3061 0.7229 -1.1634  C6 1.343, O8 1.379, H11 1.095
8 O -1.4132 0.0453 -0.6981  C7 1.379, H12 0.967
9 H 1.8283 0.6948 -1.0672  C6 1.088
10 H 0.9466 -0.9526 -1.3369  C6 1.107
11 H -0.4313 1.7548 -1.5069  C7 1.095
12 H -2.2166 0.4737 -1.0240  O8 0.967

LUMO energy = -3.84 eV
max |F| = 3.5 eV/Å
electronic energy = -210.68943 a.u.
ΔE to the lowest compared entry with this formula, charge and spin = 1.733 eV
charge = +1